No. 1
89
Properties=species:S:1:pos:R:3:forces:R:3:mulliken_charge:R:1 method="wB97M-V/def2-TZVPD" relative_energy_ev=0.5740 spin_multiplicity=1 gap_ev=7.7
Al 0.556 -0.598 -0.684 -0.13 -0.11 -0.05 -0.41
O 0.174 0.942 -1.353 -0.06 -0.10 -0.29 -0.01
C -0.334 2.128 -1.874 0.03 0.02 0.19 1.77
C -1.808 1.921 -2.323 0.01 -0.01 -0.04 -1.63
C -2.693 1.414 -1.219 0.01 0.00 -0.01 0.39
C -3.688 2.207 -0.661 -0.02 0.00 -0.02 -0.42
C -4.428 1.708 0.397 0.00 0.02 0.00 -1.05
C -4.122 0.456 0.894 -0.01 -0.01 0.01 -0.71
C -3.101 -0.271 0.292 0.03 -0.03 0.02 -0.12
C -2.591 -1.540 0.911 0.01 0.04 0.03 -1.17
C -1.248 -1.272 1.664 -0.04 -0.11 -0.16 2.40
O -0.220 -1.132 0.737 0.16 0.21 0.17 0.38
C -1.444 -0.016 2.514 0.00 -0.01 0.00 -0.36
C -2.223 -0.072 3.668 0.01 0.00 0.00 -0.49
C -2.519 1.082 4.376 0.01 0.02 0.00 -0.88
C -2.040 2.311 3.937 -0.01 -0.03 0.00 -0.91
C -1.255 2.372 2.795 -0.02 0.02 0.00 -0.04
C -0.958 1.211 2.091 -0.01 0.00 0.00 0.57
C -0.858 -2.455 2.558 -0.04 0.05 0.05 -0.23
C 0.178 -2.269 3.473 -0.02 0.02 0.01 -0.35
C 0.632 -3.314 4.256 -0.01 -0.01 -0.01 -0.91
C 0.057 -4.576 4.137 0.01 0.01 0.01 -0.53
C -0.974 -4.772 3.234 0.00 0.01 -0.01 -1.00
C -1.432 -3.713 2.452 0.03 -0.06 -0.05 -0.33
N -2.441 0.178 -0.774 -0.01 0.02 -0.01 0.16
C -0.208 3.230 -0.814 0.03 0.06 -0.05 0.27
C -1.069 4.321 -0.752 -0.01 -0.01 0.01 0.02
C -0.866 5.344 0.166 0.01 0.00 0.01 -1.00
C 0.215 5.300 1.032 0.00 0.02 -0.03 -0.78
C 1.086 4.220 0.973 0.04 0.01 -0.05 -0.65
C 0.874 3.197 0.061 0.04 0.06 -0.01 0.17
C 0.484 2.518 -3.122 0.02 -0.01 0.05 -0.14
C 0.798 1.525 -4.046 0.02 0.00 0.01 0.02
C 1.526 1.810 -5.189 0.00 0.02 0.00 -0.99
C 1.958 3.108 -5.431 0.01 -0.02 -0.01 -0.53
C 1.660 4.103 -4.516 -0.01 0.00 0.02 -1.05
C 0.931 3.811 -3.368 -0.06 0.01 -0.04 -0.25
H -1.784 1.212 -3.150 -0.01 -0.01 0.00 0.73
H -2.204 2.847 -2.741 0.02 0.01 0.02 0.70
H -3.876 3.198 -1.051 0.00 -0.01 0.01 0.41
H -5.213 2.302 0.848 0.00 0.00 0.00 0.43
H -4.634 0.056 1.759 0.00 0.00 -0.01 0.42
H -2.401 -2.294 0.144 0.00 0.01 0.00 0.66
H -3.334 -1.923 1.612 0.03 -0.01 0.01 0.59
H -2.599 -1.027 4.019 0.00 0.00 -0.01 0.45
H -3.124 1.023 5.273 0.01 0.00 -0.01 0.42
H -2.273 3.215 4.486 0.00 -0.01 0.00 0.42
H -0.876 3.322 2.437 -0.05 -0.08 0.04 0.19
H -0.361 1.273 1.191 -0.02 -0.03 0.05 -0.42
H 0.632 -1.288 3.558 0.00 -0.01 0.00 0.48
H 1.438 -3.150 4.960 -0.01 0.00 0.00 0.41
H 0.409 -5.396 4.750 0.00 0.00 -0.01 0.41
H -1.433 -5.748 3.136 0.00 0.00 0.00 0.42
H -2.239 -3.892 1.752 0.02 0.01 0.03 0.45
H -1.904 4.403 -1.436 0.01 -0.01 0.01 0.43
H -1.553 6.181 0.196 0.01 -0.01 0.00 0.44
H 0.379 6.098 1.745 0.00 -0.01 0.00 0.37
H 1.940 4.171 1.638 -0.01 0.00 0.00 0.40
H 1.567 2.365 0.021 -0.02 0.02 -0.01 -0.13
H 0.498 0.507 -3.845 0.01 0.00 0.01 0.06
H 1.769 1.017 -5.885 0.00 0.01 0.00 0.43
H 2.536 3.335 -6.318 -0.01 0.00 0.00 0.39
H 2.004 5.116 -4.684 0.00 0.00 0.00 0.43
H 0.723 4.603 -2.662 0.01 0.00 0.01 0.43
C -1.018 -1.564 -3.117 -0.02 0.00 0.04 -0.87
O -0.154 -1.924 -2.028 0.01 -0.12 0.03 0.89
C 0.431 -3.225 -2.242 -0.03 0.00 -0.11 -0.77
C 0.863 -3.800 -0.927 0.04 0.11 0.09 -0.58
O 1.666 -2.826 -0.321 0.00 -0.06 0.01 -0.22
C 2.149 -3.226 0.958 -0.04 0.02 -0.03 -0.80
H -1.728 -2.376 -3.281 -0.01 0.00 0.02 0.45
H -0.432 -1.400 -4.022 0.01 -0.01 0.00 0.25
H -1.553 -0.678 -2.811 0.02 0.05 0.02 0.04
H 1.267 -3.122 -2.938 0.05 0.05 0.04 0.37
H -0.333 -3.865 -2.686 0.02 0.00 -0.05 0.45
H 1.423 -4.727 -1.101 -0.02 -0.03 -0.02 0.51
H -0.006 -4.026 -0.296 -0.01 0.01 0.02 0.19
H 3.036 -3.854 0.833 0.00 -0.01 0.01 0.34
H 1.373 -3.761 1.508 -0.01 -0.01 0.01 0.40
H 2.416 -2.325 1.503 -0.04 -0.03 -0.02 0.05
Te 3.026 0.038 -1.204 -0.03 0.07 0.09 -0.09
C 4.399 -1.312 -0.364 0.08 -0.08 -0.21 0.19
C 5.088 -2.289 -1.030 -0.04 -0.07 0.12 -0.35
C 6.049 -2.956 -0.218 -0.03 -0.03 -0.01 -0.52
C 6.083 -2.467 1.052 0.00 -0.03 0.03 -0.55
S 4.956 -1.196 1.253 0.06 0.12 0.01 -0.16
H 4.907 -2.522 -2.071 0.01 0.02 0.01 0.40
H 6.684 -3.759 -0.566 0.00 0.02 0.01 0.38
H 6.709 -2.786 1.871 -0.01 0.01 -0.03 0.41

No. 2
9
Properties=species:S:1:pos:R:3:forces:R:3:mulliken_charge:R:1 method="wB97M-V/def2-TZVPD" relative_energy_ev=2.0935 spin_multiplicity=1 gap_ev=8.0 smiles="C=S.C"
C -1.423 0.125 -0.191 -3.79 0.56 -0.18 -0.56
S -1.788 1.490 0.627 0.38 -0.45 -0.16 -0.16
H -1.678 -0.858 0.209 1.03 0.00 0.55 0.29
H -1.669 0.108 -1.260 1.19 0.25 -0.13 0.29
C 1.359 -0.224 0.119 -1.51 1.35 -0.04 -0.64
H 1.784 0.338 0.950 0.32 -0.08 -0.08 0.28
H 1.436 -1.290 0.278 -0.01 -0.11 -0.20 0.27
H 1.699 0.152 -0.843 0.59 -0.37 0.05 0.28
H 0.280 0.158 0.111 1.79 -1.14 0.21 -0.06

No. 3
7
Properties=species:S:1:pos:R:3:forces:R:3:mulliken_charge:R:1 method="wB97M-V/def2-TZVPD" total_charge=+2 spin_multiplicity=5 gap_ev="5.5 / 6.9"
H 0.784 0.271 2.286 0.53 -1.17 -1.01 -0.29
C 1.427 -1.023 0.738 6.21 -1.42 4.98 0.12
C 0.556 -0.429 -0.196 -6.42 2.30 -2.76 0.93
O -0.221 0.496 0.110 2.75 -2.41 -1.61 -0.39
O 2.426 -1.573 0.988 -3.97 1.67 -1.27 -0.04
F 0.388 -1.117 -1.309 0.82 1.10 1.52 -0.05
Nd -0.828 1.940 2.072 0.08 -0.07 0.16 1.71